[1]
11
Properties=species:S:1:pos:R:3:forces:R:3:mulliken_charge:R:1 method="wB97M-V/def2-TZVPD" homo_ev="-8.4 / -9.9" lumo_energy_ev="0.447 / -2.464" spin_multiplicity=3 orbital_gap_ev="8.85 / 7.49"
C 2.08326 -0.04548 0.05682 2.1 1.4 -0.4 -0.0650
C 0.27320 -0.93712 0.02806 1.6 -3.0 -0.3 0.3338
C -1.13597 0.98566 0.18042 -1.6 -1.1 -0.6 0.1362
N 1.53161 -1.24819 -0.05595 -1.1 -1.2 0.8 -0.5250
N 1.22567 0.93362 0.01152 2.4 3.3 1.4 -1.1302
N -2.12397 0.20424 0.06581 -1.0 0.2 0.6 -0.1472
N 0.06201 0.36419 0.10151 0.4 -0.3 -0.6 0.7356
N -1.94181 -1.09555 0.06114 -1.8 0.4 0.2 -0.4599
H 3.16007 0.15442 0.23416 -0.9 -0.2 -0.7 0.3641
H -1.26907 2.02282 0.23282 0.3 1.2 0.2 0.4565
H -1.86498 -1.33860 -0.91629 -0.3 -0.7 -0.6 0.3011

---

[2]
8
Properties=species:S:1:pos:R:3:forces:R:3:mulliken_charge:R:1 method="wB97M-V/def2-TZVPD" homo_ev=-9.4 lumo_energy_ev=0.340 spin_multiplicity=1 e_above_lowest_kcal_mol=60.4 orbital_gap_ev=9.79
O -1.87060 0.43500 -0.09959 0.8 0.6 0.4 -0.2894
C -0.63370 0.65850 0.27531 0.4 -0.1 0.2 -0.5936
C 0.24030 -0.53542 0.06030 0.1 0.0 -0.1 0.1205
C 1.57135 -0.02453 -0.27775 1.1 0.2 -0.3 0.1543
N 2.60329 0.41282 -0.55874 -1.0 -0.5 0.3 -0.3516
H -2.15010 1.31734 0.17988 -1.4 -0.1 -0.4 0.5121
H -0.11920 -1.26761 -0.66905 0.0 0.0 0.0 0.2483
H 0.28675 -1.00366 1.05527 0.0 0.0 -0.1 0.1994

---

[3]
8
Properties=species:S:1:pos:R:3:forces:R:3:mulliken_charge:R:1 method="wB97M-V/def2-TZVPD" homo_ev="-8.5 / -8.5" lumo_energy_ev="-1.126 / -1.097" spin_multiplicity=1 e_above_lowest_kcal_mol=121.6 orbital_gap_ev="7.33 / 7.43"
C -0.16573 0.66944 0.86576 -3.8 -1.9 5.3 0.4529
C -0.41539 0.55730 -0.53091 -1.7 2.7 -1.7 -0.4507
N 1.28536 -1.03880 -0.34889 -1.4 -2.2 -1.5 -0.5480
C 0.15892 -0.62514 0.11745 3.0 -0.6 -0.8 0.1322
O -0.84661 0.79880 1.85728 1.9 1.4 -1.3 -0.4193
H 1.37899 -2.04397 -0.15651 1.2 0.6 1.2 0.2696
H -1.53199 0.57257 -0.53141 0.8 0.2 -0.6 0.2403
H 0.13646 1.10980 -1.27277 0.1 -0.2 -0.5 0.3230

---

Please write out number 3 again, unchanged.
8
Properties=species:S:1:pos:R:3:forces:R:3:mulliken_charge:R:1 method="wB97M-V/def2-TZVPD" homo_ev="-8.5 / -8.5" lumo_energy_ev="-1.126 / -1.097" spin_multiplicity=1 e_above_lowest_kcal_mol=121.6 orbital_gap_ev="7.33 / 7.43"
C -0.16573 0.66944 0.86576 -3.8 -1.9 5.3 0.4529
C -0.41539 0.55730 -0.53091 -1.7 2.7 -1.7 -0.4507
N 1.28536 -1.03880 -0.34889 -1.4 -2.2 -1.5 -0.5480
C 0.15892 -0.62514 0.11745 3.0 -0.6 -0.8 0.1322
O -0.84661 0.79880 1.85728 1.9 1.4 -1.3 -0.4193
H 1.37899 -2.04397 -0.15651 1.2 0.6 1.2 0.2696
H -1.53199 0.57257 -0.53141 0.8 0.2 -0.6 0.2403
H 0.13646 1.10980 -1.27277 0.1 -0.2 -0.5 0.3230